# 1
DFT (ωB97M-V with the def2-TZVPD basis set) results for a gas-phase ion, C4H10NOS (charge +1) in a non-equilibrium geometry.

Bonds (Å) are listed after each position.
Atoms and positions in Å:
1 C 1.940 0.206 1.123  C2 1.446, N5 1.438, H8 1.117, H9 1.002
2 C 0.619 -0.242 1.504  C1 1.446, N5 1.417, H10 1.119, H11 1.048
3 C -2.442 0.234 -1.201  S7 1.835, H12 1.077, H13 1.096, H14 1.139
4 C 0.559 0.436 -0.974  N5 1.446, O6 1.363, S7 1.935, H15 1.185
5 N 1.031 -0.339 0.151  C1 1.438, C2 1.417, C4 1.446, H16 1.038
6 O 0.327 1.653 -0.407  C4 1.363, H17 1.070
7 S -0.893 -0.600 -1.725  C3 1.835, C4 1.935
8 H 2.290 1.256 0.970  C1 1.117
9 H 2.793 -0.256 1.375  C1 1.002
10 H 0.378 -1.149 2.113  C2 1.119
11 H -0.183 0.406 1.696  C2 1.048
12 H -2.645 -0.075 -0.190  C3 1.077
13 H -3.089 0.122 -2.078  C3 1.096
14 H -2.146 1.332 -1.259  C3 1.139
15 H 1.474 0.462 -1.728  C4 1.185
16 H 1.378 -1.291 -0.078  N5 1.038
17 H -0.362 2.131 -1.072  O6 1.070

Calculated values
- multiplicity = 1
- net charge = +1
- E_tot (Ha) = -686.23839



# 2
DFT (ωB97M-V with the def2-TZVPD basis set) results for a gas-phase ion, C4H10NOS (charge +2) in a non-equilibrium geometry.

Bonds (Å) are listed after each position.
Atoms and positions in Å:
1 O -1.545 -1.601 -1.005  C2 1.188
2 C -1.157 -1.162 0.028  O1 1.188, C3 1.545, H8 1.101
3 C -0.685 0.303 0.163  C2 1.545, C4 1.531, N7 1.517, H9 1.092
4 C 0.734 0.598 -0.329  C3 1.531, C5 1.538, H10 1.094, H11 1.085
5 C 1.807 -0.430 0.068  C4 1.538, S6 1.798, H12 1.084, H13 1.100
6 S 1.966 -0.670 1.843  C5 1.798, H14 1.356
7 N -1.713 1.160 -0.550  C3 1.517, H15 1.027, H16 1.025, H17 1.033
8 H -1.009 -1.789 0.921  C2 1.101
9 H -0.853 0.534 1.217  C3 1.092
10 H 0.946 1.613 0.019  C4 1.094
11 H 0.786 0.621 -1.412  C4 1.085
12 H 1.623 -1.360 -0.458  C5 1.084
13 H 2.798 -0.057 -0.230  C5 1.100
14 H 2.346 -1.969 1.933  S6 1.356
15 H -2.330 1.679 0.088  N7 1.027
16 H -1.357 1.914 -1.148  N7 1.025
17 H -2.357 0.619 -1.149  N7 1.033

Calculated values
- multiplicity = 2
- net charge = +2
- expectation value of S² = 0.7532
- E_tot (Ha) = -685.83922



# 3
DFT (ωB97M-V with the def2-TZVPD basis set) results for 2 unconnected molecules or ions with the total composition C4H10NP in a non-equilibrium geometry.

Bonds (Å) are listed after each position.
Atoms and positions in Å:
1 C 1.251 -2.026 0.751  N5 1.283, H7 1.135, H8 1.088
2 C -1.400 0.555 0.727  C4 1.555, H9 1.116, H10 1.079, H11 1.155
3 C 1.764 1.808 -0.720  H12 1.050, H13 1.090, H14 1.112
4 C -1.716 -0.253 -0.563  C2 1.555, P6 1.819, H15 1.180, H16 1.101
5 N 0.295 -1.892 -0.094  C1 1.283, P6 1.635
6 P -0.126 -0.811 -1.247  C4 1.819, N5 1.635
7 H 1.960 -1.165 0.969  C1 1.135
8 H 1.272 -2.787 1.527  C1 1.088
9 H -0.903 1.488 0.369  C2 1.116
10 H -2.358 0.763 1.177  C2 1.079
11 H -0.736 -0.204 1.292  C2 1.155
12 H 1.083 1.616 0.055  C3 1.050
13 H 1.709 2.526 -1.538  C3 1.090
14 H 2.592 1.099 -0.938  C3 1.112
15 H -2.320 0.416 -1.325  C4 1.180
16 H -2.368 -1.132 -0.443  C4 1.101

Calculated values
- multiplicity = 1
- net charge = 0
- E_tot (Ha) = -554.34461



# 4
DFT (ωB97M-V with the def2-TZVPD basis set) results for a gas-phase ion, C4H10NS (charge -1) in a non-equilibrium geometry.

Bonds (Å) are listed after each position.
Atoms and positions in Å:
1 C 0.623 -0.739 -2.285  N2 1.476, H7 1.085, H8 1.099, H9 1.091
2 N 1.396 -0.799 -1.030  C1 1.476, C3 1.490, H10 1.018
3 C 0.666 -0.413 0.210  N2 1.490, C4 1.576, C6 1.531, H11 1.096
4 C -0.235 0.837 -0.121  C3 1.576, S5 1.814, H12 1.088, H13 1.105
5 S -1.064 1.574 1.315  C4 1.814
6 C -0.212 -1.504 0.830  C3 1.531, H14 1.102, H15 1.079, H16 1.100
7 H 0.292 0.274 -2.490  C1 1.085
8 H -0.189 -1.479 -2.334  C1 1.099
9 H 1.312 -1.071 -3.063  C1 1.091
10 H 1.526 -1.797 -0.881  N2 1.018
11 H 1.332 0.006 0.973  C3 1.096
12 H -1.071 0.586 -0.771  C4 1.088
13 H 0.562 1.471 -0.548  C4 1.105
14 H 0.478 -2.170 1.374  C6 1.102
15 H -0.924 -1.074 1.517  C6 1.079
16 H -0.772 -2.097 0.092  C6 1.100

Calculated values
- multiplicity = 1
- net charge = -1
- E_tot (Ha) = -611.34702



# 5
DFT (ωB97M-V with the def2-TZVPD basis set) results for a gas-phase ion, C4H10NS2 (charge +1) in a non-equilibrium geometry.

Bonds (Å) are listed after each position.
Atoms and positions in Å:
1 C 1.931 -1.793 0.671  S6 1.711, H8 1.081, H9 1.096
2 C 1.100 0.772 -0.117  N5 1.480, S6 1.857, H10 1.015, H11 1.194
3 C -0.817 -0.594 0.491  N5 1.504, S7 1.699, H12 1.124
4 C -1.067 1.638 -0.698  N5 1.495, H13 1.131, H14 1.184, H15 1.034
5 N -0.272 0.385 -0.512  C2 1.480, C3 1.504, C4 1.495, H16 1.071
6 S 2.270 -0.612 -0.520  C1 1.711, C2 1.857
7 S -1.641 -1.919 -0.182  C3 1.699, H17 1.455
8 H 1.357 -1.448 1.520  C1 1.081
9 H 2.431 -2.768 0.636  C1 1.096
10 H 1.410 1.507 -0.745  C2 1.015
11 H 0.947 1.114 1.016  C2 1.194
12 H -1.026 -0.084 1.470  C3 1.124
13 H -1.175 2.107 0.326  C4 1.131
14 H -0.565 2.333 -1.514  C4 1.184
15 H -1.961 1.510 -1.201  C4 1.034
16 H -0.241 -0.097 -1.468  N5 1.071
17 H -2.682 -2.051 0.826  S7 1.455

Calculated values
- multiplicity = 1
- net charge = +1
- E_tot (Ha) = -1009.11363



# 6
DFT (ωB97M-V with the def2-TZVPD basis set) results for C4H10O in the gas phase in a non-equilibrium geometry.

Bonds (Å) are listed after each position.
Atoms and positions in Å:
1 C 1.920 -0.137 0.188  C2 1.533, H6 1.094, H7 1.099, H8 1.099
2 C 0.709 -0.225 -0.748  C1 1.533, C3 1.538, H9 1.103, H10 1.075
3 C -0.593 0.517 -0.399  C2 1.538, C4 1.639, O5 1.407, H11 1.106
4 C -1.604 -0.495 0.401  C3 1.639, H12 1.114, H13 1.105, H14 1.098
5 O -0.343 1.661 0.381  C3 1.407, H15 0.963
6 H 1.578 -0.245 1.221  C1 1.094
7 H 2.517 0.784 0.136  C1 1.099
8 H 2.603 -0.969 -0.034  C1 1.099
9 H 0.998 -0.207 -1.812  C2 1.103
10 H 0.196 -1.150 -0.556  C2 1.075
11 H -1.084 0.797 -1.349  C3 1.106
12 H -1.755 -1.526 0.006  C4 1.114
13 H -1.309 -0.670 1.451  C4 1.105
14 H -2.620 -0.080 0.432  C4 1.098
15 H -1.213 1.944 0.681  O5 0.963

Calculated values
- multiplicity = 1
- net charge = 0
- E_tot (Ha) = -233.60575



# 7
DFT (ωB97M-V with the def2-TZVPD basis set) results for C4H10O in the gas phase in a non-equilibrium geometry.

Bonds (Å) are listed after each position.
Atoms and positions in Å:
1 O 0.599 -0.737 0.058  C4 1.489, C5 1.440
2 C 0.969 0.844 1.853  C4 1.562, H6 1.099, H7 1.102, H8 1.078
3 C -1.634 -0.535 -1.030  C5 1.494, H9 1.098, H10 1.087, H11 1.081
4 C 0.918 0.698 0.298  O1 1.489, C2 1.562, H12 1.149, H13 1.125
5 C -0.226 -1.032 -1.085  O1 1.440, C3 1.494, H14 1.181, H15 1.128
6 H 1.157 1.895 2.113  C2 1.099
7 H 1.786 0.212 2.237  C2 1.102
8 H 0.071 0.483 2.327  C2 1.078
9 H -1.821 0.203 -1.821  C3 1.098
10 H -1.951 -0.277 -0.023  C3 1.087
11 H -2.061 -1.490 -1.300  C3 1.081
12 H 1.926 0.959 -0.186  C4 1.149
13 H 0.141 1.376 -0.151  C4 1.125
14 H 0.302 -0.463 -1.975  C5 1.181
15 H -0.176 -2.135 -1.315  C5 1.128

Calculated values
- multiplicity = 1
- net charge = 0
- E_tot (Ha) = -233.59075



# 8
DFT (ωB97M-V with the def2-TZVPD basis set) results for 3 unconnected molecules or ions with the total composition C4H10O.

Bonds (Å) are listed after each position.
Atoms and positions in Å:
1 C -1.912 0.080 0.923  C2 1.329, H7 1.088, H8 1.087
2 C -0.762 0.421 1.494  C1 1.329, H9 1.088, H10 1.088
3 C 0.898 -0.161 -0.958  C4 1.502, O5 1.209, H11 1.111
4 C 1.845 0.935 -0.563  C3 1.502, H12 1.094, H13 1.092, H14 1.097
5 O 1.074 -1.310 -0.626  C3 1.209
6 H -1.430 -2.352 -0.899  H15 0.745
7 H -2.613 0.812 0.528  C1 1.088
8 H -2.191 -0.966 0.821  C1 1.087
9 H -0.465 1.458 1.638  C2 1.088
10 H -0.061 -0.340 1.829  C2 1.088
11 H 0.049 0.123 -1.618  C3 1.111
12 H 1.336 1.870 -0.309  C4 1.094
13 H 2.453 0.583 0.273  C4 1.092
14 H 2.499 1.127 -1.422  C4 1.097
15 H -0.719 -2.282 -1.112  H6 0.745

Calculated values
- multiplicity = 1
- net charge = 0
- E_tot (Ha) = -233.55384



# 9
DFT (ωB97M-V with the def2-TZVPD basis set) results for 3 unconnected molecules or ions with the total composition C4H10O2 in a non-equilibrium geometry.

Bonds (Å) are listed after each position.
Atoms and positions in Å:
1 H 1.042 2.059 2.840  no bonds
2 C -2.608 1.879 1.080  O3 1.220, H8 1.102, H9 1.105
3 O -1.479 1.900 0.618  C2 1.220
4 C 0.173 1.665 1.625  C5 1.510, H10 1.098, H11 1.098
5 C 0.978 0.659 0.838  C4 1.510, O6 1.401, H12 1.105, H13 1.106
6 O 1.449 1.242 -0.346  C5 1.401, C7 1.406
7 C 2.464 0.492 -0.964  O6 1.406, H14 1.096, H15 1.104, H16 1.104
8 H -3.467 1.961 0.395  C2 1.102
9 H -2.782 1.602 2.135  C2 1.105
10 H -0.366 1.148 2.431  C4 1.098
11 H 0.455 2.689 1.346  C4 1.098
12 H 0.372 -0.239 0.620  C5 1.105
13 H 1.823 0.334 1.474  C5 1.106
14 H 2.703 0.975 -1.919  C7 1.096
15 H 3.373 0.464 -0.337  C7 1.104
16 H 2.134 -0.543 -1.158  C7 1.104

Calculated values
- multiplicity = 1
- net charge = 0
- E_tot (Ha) = -308.67330



# 10
DFT (ωB97M-V with the def2-TZVPD basis set) results for 2 unconnected molecules or ions with the total composition C4H10O2 in a non-equilibrium geometry.

Bonds (Å) are listed after each position.
Atoms and positions in Å:
1 C -1.873 -0.807 -1.969  C2 1.465, H6 1.156, H7 1.114, H8 1.131
2 C -0.672 -0.356 -1.261  C1 1.465, C3 1.365, H9 1.179
3 C -0.428 0.884 -0.746  C2 1.365, O4 1.496, C5 1.505
4 O -1.613 1.796 -0.684  C3 1.496, H10 1.044
5 C 0.683 1.158 0.231  C3 1.505, H11 1.129, H12 1.211, H13 1.091
6 H -2.441 -1.411 -1.163  C1 1.156
7 H -1.663 -1.461 -2.845  C1 1.114
8 H -2.727 -0.110 -2.223  C1 1.131
9 H 0.205 -1.139 -1.179  C2 1.179
10 H -1.216 2.701 -1.019  O4 1.044
11 H 1.183 0.276 0.728  C5 1.129
12 H 0.343 1.619 1.298  C5 1.211
13 H 1.514 1.806 -0.050  C5 1.091
14 H 3.025 -2.228 4.080  O16 0.932
15 H 2.480 -1.077 3.434  O16 0.923
16 O 3.199 -1.652 3.368  H14 0.932, H15 0.923

Calculated values
- multiplicity = 1
- net charge = 0
- E_tot (Ha) = -308.80479



# 11
DFT (ωB97M-V with the def2-TZVPD basis set) results for 2 unconnected molecules or ions with the total composition C4H10O2 in a non-equilibrium geometry.

Bonds (Å) are listed after each position.
Atoms and positions in Å:
1 C -3.601 0.861 -2.933  C2 1.505, H4 1.081, H5 1.089, H6 1.105
2 C -2.560 0.215 -3.807  C1 1.505, C3 1.554, H7 1.093, H8 1.085
3 C -1.675 1.261 -4.543  C2 1.554, H9 1.097, H10 1.086, H11 1.083
4 H -3.231 1.340 -2.036  C1 1.081
5 H -4.459 0.219 -2.736  C1 1.089
6 H -4.030 1.680 -3.537  C1 1.105
7 H -3.014 -0.330 -4.637  C2 1.093
8 H -1.906 -0.465 -3.272  C2 1.085
9 H -0.782 0.757 -4.932  C3 1.097
10 H -2.200 1.600 -5.430  C3 1.086
11 H -1.322 2.003 -3.838  C3 1.083
12 O 3.047 -1.959 3.744  C13 1.199
13 C 2.984 -0.764 3.661  O12 1.199, O14 1.349, H15 1.092
14 O 2.456 -0.005 4.643  C13 1.349, H16 0.959
15 H 3.474 -0.185 2.876  C13 1.092
16 H 2.094 -0.686 5.213  O14 0.959

Calculated values
- multiplicity = 1
- net charge = 0
- E_tot (Ha) = -308.87493



# 12
DFT (ωB97M-V with the def2-TZVPD basis set) results for 2 unconnected molecules or ions with the total composition C4H10O2.

Bonds (Å) are listed after each position.
Atoms and positions in Å:
1 C -2.032 -0.624 0.185  C2 1.526, H7 1.094, H8 1.093, H9 1.096
2 C -0.867 0.362 0.177  C1 1.526, C3 1.519, H10 1.098, H11 1.098
3 C 0.379 -0.214 -0.472  C2 1.519, O4 1.423, C5 1.522, H12 1.100
4 O 0.046 -0.581 -1.805  C3 1.423, H13 0.967
5 C 1.498 0.810 -0.599  C3 1.522, O6 1.209, H15 1.110
6 O 2.672 0.529 -0.532  C5 1.209
7 H -2.922 -0.170 0.630  C1 1.094
8 H -2.275 -0.933 -0.835  C1 1.093
9 H -1.787 -1.521 0.765  C1 1.096
10 H -1.150 1.270 -0.373  C2 1.098
11 H -0.614 0.669 1.201  C2 1.098
12 H 0.759 -1.077 0.095  C3 1.100
13 H 0.810 -1.037 -2.183  O4 0.967
14 H 1.958 0.365 2.610  H16 0.744
15 H 1.173 1.842 -0.845  C5 1.110
16 H 2.353 0.311 1.982  H14 0.744

Calculated values
- multiplicity = 1
- net charge = 0
- E_tot (Ha) = -308.83079



# 13
DFT (ωB97M-V with the def2-TZVPD basis set) results for 2 unconnected molecules or ions with the total composition C4H10O2 in a non-equilibrium geometry.

Bonds (Å) are listed after each position.
Atoms and positions in Å:
1 C -0.450 -2.045 0.809  C2 1.502, H6 1.076, H7 1.073, H8 1.092
2 C -0.454 -0.544 0.859  C1 1.502, C3 1.334, H9 1.086
3 C -0.873 0.266 -0.113  C2 1.334, O4 1.395, C5 1.512
4 O -1.179 -0.328 -1.338  C3 1.395, H10 0.965
5 C -0.810 1.777 -0.112  C3 1.512, H11 1.086, H12 1.093, H13 1.085
6 H 0.568 -2.358 0.959  C1 1.076
7 H -0.785 -2.409 -0.144  C1 1.073
8 H -1.087 -2.476 1.584  C1 1.092
9 H -0.251 -0.063 1.812  C2 1.086
10 H -1.974 0.042 -1.741  O4 0.965
11 H 0.072 2.004 0.480  C5 1.086
12 H -1.704 2.159 0.387  C5 1.093
13 H -0.736 2.195 -1.110  C5 1.085
14 H 4.006 0.666 -0.848  O16 0.967
15 H 2.551 0.173 -0.853  O16 0.972
16 O 3.105 0.940 -0.631  H14 0.967, H15 0.972

Calculated values
- multiplicity = 1
- net charge = 0
- E_tot (Ha) = -308.85453



# 14
DFT (ωB97M-V with the def2-TZVPD basis set) results for 2 unconnected molecules or ions with the total composition C4H10O2.

Bonds (Å) are listed after each position.
Atoms and positions in Å:
1 C -1.245 -0.826 0.200  C2 1.530, H7 1.095, H8 1.095, H9 1.093
2 C 0.158 -0.492 0.709  C1 1.530, O3 1.402, C4 1.528, H10 1.103
3 O 1.040 -1.540 0.416  C2 1.402, H16 0.975
4 C 0.689 0.804 0.096  C2 1.528, C5 1.507, O6 1.216
5 C -0.025 2.097 0.396  C4 1.507, H13 1.096, H14 1.096, H15 1.091
6 O 1.687 0.758 -0.596  C4 1.216
7 H -1.250 -0.898 -0.893  C1 1.095
8 H -1.987 -0.084 0.514  C1 1.095
9 H -1.539 -1.800 0.602  C1 1.093
10 H 0.110 -0.337 1.800  C2 1.103
11 H 0.648 -1.942 -1.915  H12 0.745
12 H 0.571 -1.857 -2.651  H11 0.745
13 H -1.017 2.108 -0.070  C5 1.096
14 H -0.168 2.211 1.476  C5 1.096
15 H 0.564 2.931 0.010  C5 1.091
16 H 1.762 -1.132 -0.096  O3 0.975

Calculated values
- multiplicity = 1
- net charge = 0
- E_tot (Ha) = -308.84957



# 15
DFT (ωB97M-V with the def2-TZVPD basis set) results for C4H10O2 in the gas phase in a non-equilibrium geometry.

Bonds (Å) are listed after each position.
Atoms and positions in Å:
1 C -2.028 0.459 0.326  C2 1.518, H7 1.094, H8 1.095, H9 1.095
2 C -0.584 -0.006 0.389  C1 1.518, O3 1.414, C4 1.535, H10 1.108
3 O -0.599 -1.373 0.751  C2 1.414, H11 0.971
4 C 0.133 0.205 -0.951  C2 1.535, C5 1.516, H12 1.097, H13 1.096
5 C 1.639 0.074 -0.837  C4 1.516, O6 1.428, H14 1.100, H15 1.096
6 O 2.040 -1.062 -0.071  C5 1.428, H16 0.958
7 H -2.531 0.258 1.276  C1 1.094
8 H -2.084 1.532 0.115  C1 1.095
9 H -2.556 -0.085 -0.464  C1 1.095
10 H -0.056 0.583 1.165  C2 1.108
11 H 0.312 -1.687 0.637  O3 0.971
12 H -0.037 1.224 -1.322  C4 1.097
13 H -0.287 -0.501 -1.677  C4 1.096
14 H 2.011 0.949 -0.283  C5 1.100
15 H 2.148 0.053 -1.807  C5 1.096
16 H 2.486 -0.593 0.635  O6 0.958

Calculated values
- multiplicity = 1
- net charge = 0
- E_tot (Ha) = -308.87000